(1)
Entry from OMol25: a 2-piece molecular cluster, C3H5IN2S3 overall in a non-equilibrium geometry (ωB97M-V/def2-TZVPD).

For the frontier orbital gap (alpha / beta), the calculation gives 5.806 / 6.215 eV.

ORCA input file:
```
! RIJCOSX wB97M-V def2-TZVPD def2/J DEFGRID3
* xyz 0 3
C -0.09916 0.67480 1.09849
C 1.89921 0.79200 -0.47366
C -1.57271 -1.82198 0.88438
N -1.05525 1.38762 1.34324
N 2.92083 0.55933 -1.09358
S 1.58736 1.40276 1.09813
S 0.12036 -1.10591 0.92769
S -0.42876 0.77530 -2.05760
I 0.96545 1.91533 -3.60796
H -1.39955 -2.85899 0.79250
H -2.12712 -1.57676 0.07870
H -2.15634 -1.54922 1.70211
H -1.92800 1.03248 1.30940
H 3.27368 0.37324 -2.00181
*
```

=====

(2)
Entry from OMol25: C22H33F12NNbO10S as an isolated structure in a non-equilibrium geometry (ωB97M-V/def2-TZVPD).

For the frontier orbital gap, the calculation gives 7.054 eV.

ORCA input file:
```
! RIJCOSX wB97M-V def2-TZVPD def2/J DEFGRID3
* xyz -1 1
C -3.88401 3.90833 2.93685
C -3.45933 4.55692 1.56434
C -2.21653 3.77056 1.10317
O -1.14719 4.27216 1.05789
O -2.46425 2.48366 0.76635
C -1.53933 1.54927 1.36586
C -0.32257 1.15187 0.48851
Nb -0.65276 1.07309 -1.74220
N -0.90484 1.10749 -3.91952
C -0.94976 2.23745 -4.31098
S -0.48136 3.74828 -4.66743
H -4.32535 2.92295 2.73528
H -2.94491 3.77009 3.50080
H -4.57162 4.60468 3.43455
H -3.19000 5.61458 1.66682
H -4.26535 4.43153 0.82085
H -2.10150 0.68367 1.75318
H -1.13115 2.05438 2.26757
H -0.01494 0.14774 0.83068
H 0.51856 1.83955 0.68275
H -0.17823 2.84641 -1.94288
H -2.42396 1.48730 -1.62452
H -1.13961 -0.68159 -1.66124
H 1.13059 0.63027 -1.93523
C 2.72148 4.71788 -5.98190
C 2.62615 6.22583 -5.92314
O 3.92533 6.83819 -6.08210
C 4.37076 6.95146 -7.32630
O 3.79375 6.58904 -8.30936
C 5.73017 7.65793 -7.33122
F 6.55652 7.17164 -6.39094
F 5.59469 8.97590 -7.09325
F 6.35624 7.53146 -8.50581
H 3.44064 4.35032 -5.24808
H 1.74852 4.26640 -5.78040
H 3.06317 4.38169 -6.96209
H 2.26171 6.53396 -4.94438
H 1.92854 6.61489 -6.66538
C 0.50185 -6.68496 0.75171
C 0.32923 -5.98098 -0.57828
O 0.13063 -4.57205 -0.39221
C 1.22970 -3.84773 -0.18780
O 2.34488 -4.28078 -0.14315
C 0.86497 -2.36758 -0.05404
F -0.19203 -2.18859 0.76046
F 0.55159 -1.84150 -1.24134
F 1.87206 -1.64751 0.45400
H -0.34128 -6.46965 1.40983
H 0.57245 -7.76374 0.60824
H 1.40352 -6.34508 1.26237
H -0.56347 -6.35220 -1.07996
H 1.17378 -6.16399 -1.24360
C -5.65010 -1.35641 1.66333
C -4.26526 -1.82260 1.26723
O -4.08305 -3.21924 1.57732
C -4.58732 -4.08331 0.70406
O -5.17743 -3.79950 -0.29539
C -4.26816 -5.51552 1.14478
F -4.50366 -5.70636 2.45428
F -2.97346 -5.81540 0.93024
F -4.99697 -6.41813 0.48111
H -5.84113 -1.57435 2.71613
H -5.75291 -0.28381 1.49887
H -6.41903 -1.86987 1.08487
H -3.51815 -1.27753 1.84107
H -4.06163 -1.63460 0.21285
C 4.06299 -3.28259 3.17618
C 4.10514 -2.08238 4.09728
O 2.94239 -2.04139 4.94606
C 2.97524 -2.82451 6.01813
O 3.87730 -3.54945 6.32153
C 1.69749 -2.63755 6.84215
F 0.59778 -2.64095 6.07390
F 1.71446 -1.46691 7.50411
F 1.54447 -3.60490 7.75198
H 3.13452 -3.29297 2.60394
H 4.90362 -3.26490 2.48294
H 4.10193 -4.21471 3.74143
H 4.08841 -1.16571 3.50995
H 5.01632 -2.06532 4.69633
*
```

=====

(3)
Entry from OMol25: C2H6N4 as an isolated structure in a non-equilibrium geometry (ωB97M-V/def2-TZVPD).

For the frontier orbital gap, the calculation gives 9.645 eV. For the energy above the lowest of the compared OMol25 structures with the same formula, charge and spin, the calculation gives 413.41 kJ/mol.

ORCA input file:
```
! RIJCOSX wB97M-V def2-TZVPD def2/J DEFGRID3
* xyz 0 1
C 0.45074 0.89107 0.32153
C -0.78682 -0.96831 -0.81189
H 1.37937 0.18975 -1.03095
H 1.75714 1.94094 -1.00319
H 0.29761 0.84346 2.25376
H -0.70387 -0.69990 1.19648
H -0.46021 -0.45457 -1.63827
H -2.01144 -2.07940 0.48720
N 1.13210 1.12841 -0.83492
N 0.97713 1.35984 1.52182
N -0.67190 0.02859 0.24759
N -1.35986 -2.17988 -0.70917
*
```

=====

(4)
Entry from OMol25: C39H30F5OP2S3W as an isolated structure in a non-equilibrium geometry (ωB97M-V/def2-TZVPD).

For the frontier orbital gap (alpha / beta), the calculation gives 7.293 / 8.292 eV. For the energy above the lowest of the compared OMol25 structures with the same formula, charge and spin, the calculation gives 52.63 kJ/mol.

ORCA input file:
```
! RIJCOSX wB97M-V def2-TZVPD def2/J DEFGRID3
* xyz 1 3
W 0.15131 0.32097 0.17889
S 2.19552 -1.06760 0.75624
P 1.07728 -2.39399 -0.30130
C -0.13995 -1.32168 -0.87410
P -1.73135 -1.11185 -1.51959
S -2.03935 0.81905 -0.94055
C -2.96257 -2.22386 -0.83780
C -2.73020 -3.60003 -0.91290
C -3.64625 -4.49150 -0.37916
C -4.80210 -4.01021 0.22685
C -5.03861 -2.64327 0.30110
C -4.11660 -1.74330 -0.22677
C -1.73074 -1.36607 -3.29178
C -2.80322 -1.98538 -3.93332
C -2.76897 -2.16844 -5.31051
C -1.67090 -1.73327 -6.03907
C -0.60037 -1.11416 -5.39975
C -0.62496 -0.92981 -4.02613
C 0.40729 -3.65538 0.79640
C 1.05638 -4.88384 0.92932
C 0.58803 -5.81942 1.84599
C -0.52501 -5.53112 2.62452
C -1.17100 -4.30617 2.49529
C -0.70708 -3.36681 1.58546
C 2.01303 -3.23590 -1.57009
C 3.39036 -3.06978 -1.67687
C 4.08478 -3.74690 -2.67398
C 3.40538 -4.57309 -3.55764
C 2.02593 -4.72918 -3.45914
C 1.32899 -4.06251 -2.46523
H -1.82911 -3.97637 -1.38778
H -3.46013 -5.55849 -0.43254
H -5.52256 -4.70659 0.64128
H -5.94202 -2.27298 0.77198
H -4.28788 -0.67747 -0.15867
H -3.65957 -2.32295 -3.36248
H -3.59940 -2.65055 -5.81313
H -1.64796 -1.87515 -7.11365
H 0.25389 -0.77380 -5.97412
H 0.20598 -0.44906 -3.52553
H 1.92302 -5.11035 0.32036
H 1.09129 -6.77382 1.94911
H -0.89396 -6.26535 3.33247
H -2.04554 -4.08667 3.09908
H -1.21103 -2.41564 1.48965
H 3.90999 -2.40921 -0.99470
H 5.15735 -3.62318 -2.76197
H 3.95064 -5.09795 -4.33261
H 1.49853 -5.36952 -4.15650
H 0.25145 -4.17980 -2.39103
O -0.94144 0.08997 2.08931
S -0.42202 1.37432 2.79690
C -1.43610 1.57760 4.22892
C -2.00027 0.45942 4.82429
C -2.76070 0.64576 5.96539
C -2.94390 1.92558 6.48502
C -2.38098 3.03151 5.86175
C -1.62456 2.86426 4.70930
C 1.08364 0.90318 3.63555
C 1.27831 -0.41989 4.00834
C 2.45256 -0.75284 4.66490
C 3.40777 0.22509 4.93141
C 3.19831 1.54055 4.54097
C 2.02663 1.88952 3.88206
H -1.85920 -0.52782 4.39869
H -3.21305 -0.20994 6.45280
H -3.53915 2.05985 7.37829
H -2.53813 4.02556 6.26271
H -1.19050 3.72027 4.19907
H 0.54714 -1.17897 3.75814
H 2.62703 -1.78049 4.96016
H 4.32754 -0.04409 5.43704
H 3.95053 2.29487 4.73631
H 1.85526 2.91425 3.56655
F 2.44702 0.99528 -1.73055
C 1.25677 1.47122 -1.26468
F 0.58122 1.93695 -2.35998
C 1.58458 2.71597 -0.41514
F 0.39382 3.10580 0.14486
F 2.13135 3.74304 -1.02550
F 2.37215 2.35875 0.61948
*
```

=====

(5)
Entry from OMol25: C27H41ClN2O4S3V as an isolated structure in a non-equilibrium geometry (ωB97M-V/def2-TZVPD).

For the frontier orbital gap, the calculation gives 4.346 eV. For the energy above the lowest of the compared OMol25 structures with the same formula, charge and spin, the calculation gives 344.46 kJ/mol.

ORCA input file:
```
! RIJCOSX wB97M-V def2-TZVPD def2/J DEFGRID3
* xyz 1 1
V 0.53012 -0.03576 -0.20192
C 0.94017 -0.26403 4.89771
C 0.02343 -1.47952 5.27919
S -0.65072 -2.28092 3.80633
C -0.06117 -3.98574 3.92297
C 0.43589 -4.50577 2.53598
S 1.29360 -3.27975 1.49324
C 2.82653 -2.95859 2.41941
C 2.79154 -1.98027 3.62339
S 1.86800 -0.43558 3.33948
H 1.65321 -0.06167 5.69492
H 0.33940 0.63178 4.73066
H -0.81682 -1.16609 5.89257
H 0.59710 -2.21469 5.83694
H -0.86975 -4.59665 4.31987
H 0.77684 -4.01595 4.62107
H -0.40131 -4.83757 1.91878
H 1.11826 -5.34598 2.67492
H 3.49909 -2.56834 1.66258
H 3.21309 -3.92209 2.75707
H 3.81947 -1.70449 3.85178
H 2.36101 -2.46245 4.49881
O 3.29156 0.71740 -1.28792
Cl 2.67845 0.06339 -0.15980
O 3.59190 -0.12973 0.90501
O 2.07336 -1.27928 -0.59137
O -0.19284 0.01608 1.13335
C 2.17393 2.76183 1.44493
C 0.91716 3.59063 1.15073
C -0.33575 2.97935 1.79236
C 0.69209 3.89571 -0.32807
C 0.93086 5.20577 -0.72827
C 0.60871 5.67209 -1.99239
C -0.12646 4.86148 -2.84036
C -0.39015 3.54264 -2.50429
C -1.45964 2.78473 -3.30872
C -2.79398 3.53242 -3.15439
C -1.12390 2.63365 -4.79750
C 0.18651 3.02215 -1.31354
N 0.29108 1.58483 -1.20868
C 0.65150 0.94193 -2.37932
C 0.26371 -0.37170 -2.54310
C 0.30840 -1.31572 -3.64774
C -0.47894 -2.35491 -3.29828
C -0.99734 -2.10403 -1.95981
N -0.53064 -0.91625 -1.53155
C -1.99083 -2.93465 -1.24310
C -3.30247 -2.82837 -2.05741
C -2.23559 -2.43051 0.17904
C -1.50810 -4.39543 -1.20966
H 2.40805 2.80167 2.51048
H 3.03979 3.13794 0.89277
H 2.03001 1.70902 1.20184
H 1.06127 4.56083 1.61686
H -1.22526 3.56424 1.54035
H -0.23057 2.97742 2.88151
H -0.50063 1.96019 1.47258
H 1.38318 5.88406 -0.01287
H 0.86168 6.68543 -2.28238
H -0.51500 5.26772 -3.76988
H -1.60771 1.79863 -2.87664
H -2.75118 4.50844 -3.64583
H -3.03931 3.69240 -2.10083
H -3.60401 2.95760 -3.61527
H -1.03491 3.61120 -5.27764
H -1.92318 2.08700 -5.30570
H -0.18726 2.09247 -4.96724
H 1.18704 1.46277 -3.15726
H 0.84935 -1.17998 -4.57849
H -0.69493 -3.22761 -3.89957
H -3.63334 -1.78778 -2.14242
H -4.07767 -3.39555 -1.53745
H -3.18744 -3.24104 -3.06466
H -2.53885 -1.38245 0.18572
H -1.33522 -2.51617 0.79113
H -3.02957 -3.01890 0.64150
H -1.43380 -4.81956 -2.21655
H -2.22512 -4.99219 -0.64526
H -0.52497 -4.47320 -0.73468
*
```